{
  "formula": "C39H53NO6P3S",
  "method": "ωB97M-V/def2-TZVPD",
  "elements": ["C", "H", "H", "H", "C", "C", "H", "H", "H", "C", "H", "C", "H", "C", "O", "H", "H", "H", "H", "H", "H", "C", "C", "H", "H", "C", "N", "C", "H", "C", "C", "H", "H", "H", "P", "H", "C", "C", "C", "H", "C", "O", "C", "H", "H", "H", "H", "H", "H", "H", "H", "H", "H", "C", "H", "C", "H", "H", "C", "C", "C", "H", "C", "H", "C", "C", "H", "C", "H", "C", "C", "H", "H", "O", "H", "H", "H", "C", "H", "H", "C", "C", "H", "C", "H", "C", "O", "H", "O", "P", "H", "P", "H", "O", "H", "S", "C", "C", "C", "H", "C", "C", "C"],
  "positions_angstrom": [[-11.836, -3.860, -0.022], [5.309, 4.861, -0.503], [-8.866, -3.180, -1.498], [-2.141, -3.528, -0.483], [-0.668, -2.672, -1.786], [-11.379, -4.236, 1.234], [-12.084, -4.532, 2.000], [-2.577, -1.409, 0.710], [-2.426, -3.560, 4.858], [-4.563, -3.737, -2.720], [-4.518, -0.287, 6.657], [2.082, 1.749, 5.403], [8.150, 0.994, -4.802], [3.530, 1.536, 0.570], [6.689, 0.507, -2.686], [-9.662, -4.523, 2.487], [-3.989, -3.264, -4.732], [4.463, 1.716, 1.102], [-3.688, -3.274, -2.281], [0.768, -1.557, -2.925], [-11.290, -3.186, -1.984], [5.147, 3.526, -2.177], [0.019, 0.567, 5.771], [1.544, 1.276, 8.710], [-2.587, 0.230, 2.874], [-3.606, 0.116, 4.758], [6.094, 3.058, -3.382], [1.376, 1.235, 7.642], [2.848, 4.628, -1.976], [-2.853, -0.402, 3.713], [-1.848, -1.441, -0.090], [0.770, 1.092, 3.834], [4.856, 3.237, -5.092], [3.428, 3.571, -0.161], [6.989, 4.521, -4.251], [6.829, 4.544, 1.234], [-6.809, -4.917, -3.847], [-5.856, -4.320, -4.661], [-3.507, -2.011, 5.876], [-0.481, -3.600, -2.311], [3.344, 2.556, -0.557], [4.613, 6.241, -2.595], [-5.517, -4.333, -1.906], [3.389, 1.407, -4.800], [3.187, 2.281, 7.164], [-0.867, 0.085, 5.379], [7.048, 3.842, -5.473], [6.822, 4.654, -1.356], [5.852, 5.328, -4.324], [3.255, -0.585, 0.916], [2.322, 2.452, -0.933], [-0.484, 0.178, 7.818], [6.712, 2.888, 1.863], [0.943, 1.133, 4.903], [-1.350, 0.639, 0.082], [-3.932, -0.689, 5.840], [-1.836, -2.121, 2.933], [-8.053, -3.847, 0.736], [0.237, 0.619, 7.141], [-2.758, -2.530, 4.828], [-4.733, -3.730, -4.097], [-7.686, -5.376, -4.286], [-1.604, -2.630, -0.762], [2.802, 2.192, 4.725], [-6.639, -4.924, -2.469], [0.030, -1.523, -2.133], [2.677, -0.030, -0.664], [-10.933, -3.479, -1.005], [8.894, 1.997, -1.521], [4.087, 1.537, -3.973], [-10.018, -4.231, 1.507], [4.475, 0.559, -3.678], [-3.931, 1.149, 4.733], [8.183, 2.535, -1.914], [4.838, 1.435, -1.642], [0.327, 0.565, -1.731], [8.081, 3.350, 0.819], [-0.217, -0.333, -1.461], [-3.761, -2.637, 6.721], [5.887, 1.825, -5.112], [-2.431, -1.724, 3.747], [5.230, 2.419, -4.479], [3.596, 4.559, -4.029], [7.013, 3.491, 1.009], [-12.898, -3.865, -0.234], [-9.115, -3.851, 0.524], [6.256, 3.068, -0.123], [-5.387, -4.336, -0.831], [8.211, 1.819, -4.291], [7.330, 1.776, -2.974], [-5.990, -4.314, -5.736], [3.990, 4.907, -2.731], [2.724, 1.716, 1.285], [3.382, 2.133, -2.916], [4.405, -0.243, -0.361], [8.573, 5.233, -3.517], [3.464, 0.089, 0.086], [4.241, 2.338, -1.786], [-9.572, -3.475, -0.732], [-7.385, -5.386, -1.834], [-1.158, -0.289, -0.443], [2.299, 1.800, 6.773], [5.939, 4.112, -1.000]],
  "atomic_forces_ev_per_a": [[0.001, -0.005, -0.001], [0.001, -0.021, 0.000], [-0.008, 0.006, 0.001], [0.008, -0.001, 0.003], [0.018, 0.001, 0.019], [0.000, 0.000, 0.001], [0.002, 0.000, -0.002], [-0.021, -0.008, -0.029], [-0.001, 0.003, 0.000], [-0.019, 0.000, -0.017], [0.001, -0.002, -0.002], [-0.005, -0.001, 0.004], [0.091, 0.145, 0.071], [-0.073, -0.010, -0.052], [0.074, -0.112, 0.044], [-0.001, -0.001, -0.003], [-0.004, 0.001, 0.001], [0.064, 0.028, -0.018], [-0.023, 0.021, -0.029], [-0.015, 0.006, -0.012], [0.001, 0.002, 0.003], [0.023, 0.025, -0.043], [0.031, -0.019, 0.006], [0.000, -0.002, -0.003], [-0.014, -0.004, -0.008], [0.001, -0.003, -0.001], [-0.059, -0.239, 0.339], [0.004, 0.006, -0.002], [-0.019, 0.025, 0.018], [-0.040, 0.017, -0.057], [-0.043, 0.023, 0.040], [-0.001, -0.007, 0.001], [-0.103, 0.035, 0.036], [0.065, -0.058, 0.051], [0.110, -0.009, 0.067], [-0.016, -0.046, 0.020], [0.004, 0.006, 0.001], [-0.004, 0.004, 0.003], [0.003, -0.001, 0.002], [-0.001, 0.002, 0.001], [0.002, 0.017, -0.005], [-0.059, -0.137, -0.053], [0.001, 0.007, 0.009], [0.017, -0.017, -0.006], [-0.003, 0.000, 0.001], [0.005, -0.005, 0.032], [0.024, 0.063, -0.029], [-0.023, -0.029, 0.008], [-0.037, 0.031, -0.062], [-0.031, -0.007, -0.047], [0.020, 0.074, -0.010], [0.004, -0.001, -0.001], [0.022, -0.034, -0.056], [-0.006, 0.003, -0.012], [-0.013, 0.005, -0.013], [0.009, 0.003, 0.005], [-0.001, -0.021, 0.017], [-0.002, 0.006, 0.001], [-0.001, 0.006, -0.004], [0.013, 0.020, 0.014], [0.000, -0.008, 0.001], [0.003, -0.001, 0.001], [0.049, -0.013, 0.036], [0.000, 0.001, -0.001], [-0.016, -0.014, 0.017], [-0.008, -0.008, 0.012], [-0.025, -0.097, 0.100], [0.000, -0.008, 0.012], [-0.183, 0.201, -0.011], [0.133, -0.031, -0.038], [0.000, 0.000, -0.004], [-0.029, 0.041, 0.037], [-0.006, -0.005, -0.004], [0.228, -0.340, -0.079], [0.056, 0.130, 0.055], [-0.016, -0.002, -0.032], [-0.019, 0.064, 0.028], [0.046, 0.042, -0.016], [-0.002, 0.001, -0.003], [-0.009, 0.019, -0.060], [0.039, -0.001, -0.025], [0.076, 0.122, 0.001], [-0.084, -0.002, -0.034], [0.002, 0.028, -0.126], [0.002, 0.002, 0.002], [0.002, -0.007, -0.003], [-0.134, -0.015, 0.176], [0.003, -0.005, -0.002], [-0.158, -0.240, -0.027], [-0.186, 0.452, 0.019], [0.002, -0.002, 0.002], [0.307, 0.088, -0.056], [0.021, -0.011, 0.006], [-0.086, -0.001, -0.015], [-0.011, 0.038, -0.016], [-0.112, 0.000, -0.050], [0.021, 0.039, -0.031], [0.026, -0.108, 0.011], [0.018, 0.017, -0.023], [0.005, -0.007, -0.006], [0.039, -0.011, 0.039], [-0.001, -0.003, -0.001], [0.030, -0.135, -0.130]],
  "energy_ha": -3446.14132,
  "lumo_ev": -3.02,
  "charge": 1,
  "spin_multiplicity": 1
}

{
  "formula": "C39H54AsF6GeN3O6P2Si3W",
  "method": "ωB97M-V/def2-TZVPD",
  "elements": ["H", "C", "N", "C", "F", "H", "H", "H", "P", "H", "C", "H", "C", "Ge", "O", "C", "H", "F", "C", "H", "H", "H", "H", "O", "H", "O", "H", "C", "H", "H", "P", "W", "F", "H", "C", "H", "O", "H", "C", "H", "C", "H", "Si", "H", "H", "H", "C", "H", "H", "H", "C", "C", "H", "H", "C", "C", "H", "H", "C", "H", "C", "H", "C", "Si", "C", "H", "C", "H", "C", "C", "C", "N", "H", "H", "F", "C", "H", "H", "C", "C", "C", "H", "C", "C", "H", "O", "H", "As", "H", "H", "C", "C", "C", "O", "H", "H", "H", "F", "H", "H", "N", "H", "C", "C", "H", "C", "C", "F", "Si", "C", "H", "H", "H", "C", "C", "H"],
  "positions_angstrom": [[-4.232, -1.572, -1.471], [4.364, -4.199, 2.873], [2.022, 1.893, 0.398], [-1.533, 3.342, -1.408], [3.825, -1.599, -1.513], [-4.494, 1.068, 2.096], [2.339, -3.629, 2.490], [-5.500, -1.969, -0.317], [-0.795, 2.688, 0.117], [1.530, -3.047, -1.446], [3.350, 2.434, 0.295], [2.475, 3.153, 3.221], [3.732, -2.197, 1.691], [-1.201, -0.826, 1.037], [-4.485, 1.975, -5.133], [-2.740, 4.005, -3.825], [-1.047, 3.093, -4.761], [5.060, 1.323, -2.893], [-1.503, 3.369, -3.818], [-1.067, 1.405, 4.191], [-2.885, 1.215, -0.588], [-1.877, -0.735, -4.932], [-3.251, 4.171, -4.762], [0.534, 1.516, 1.995], [0.352, 4.075, 1.770], [3.888, 2.823, -0.690], [5.335, -0.992, 0.933], [-3.299, 0.462, -3.851], [-2.204, -4.181, -1.547], [-5.160, -2.236, 2.440], [0.713, 2.205, -2.511], [0.558, 0.447, -0.404], [3.922, -0.658, -3.783], [1.679, -0.118, 3.480], [-0.894, 3.043, -2.613], [2.922, 1.459, 3.338], [0.706, -0.797, -1.801], [-3.010, 2.160, 1.045], [-1.134, -4.329, 1.171], [4.446, 3.471, 1.806], [0.081, -0.947, -3.002], [-4.292, 4.872, -2.636], [-3.687, -1.044, 0.961], [0.247, 0.936, -4.597], [-0.548, 4.995, 0.556], [1.019, -0.562, 5.065], [-4.085, -2.028, 2.512], [1.969, 0.935, -4.122], [-1.012, -5.301, 0.678], [-2.286, -2.481, -1.969], [3.383, -3.370, 2.367], [-1.349, -2.519, 4.301], [-2.392, 3.724, 1.581], [-5.760, 0.134, 1.316], [-1.647, 0.481, 4.254], [-2.109, -0.243, -3.996], [1.218, 2.386, -4.806], [-2.327, -2.356, 4.753], [5.705, -3.864, 2.692], [-1.777, 0.243, 5.315], [1.681, 1.893, 1.689], [-0.481, -4.325, 2.046], [1.826, -0.634, 0.735], [-0.717, -0.951, 3.441], [1.052, 1.520, -4.164], [-0.643, -2.701, 5.118], [6.726, -4.723, 3.221], [-4.777, 1.204, 0.344], [-4.221, 0.755, -5.051], [0.133, 4.155, 0.707], [-4.417, -1.989, -0.483], [-1.458, 0.293, -1.747], [1.906, 4.179, -1.656], [1.585, 4.192, -3.397], [2.909, 0.622, -1.967], [2.709, -1.343, 1.176], [-4.525, 1.471, -2.414], [-0.918, -3.462, -2.506], [1.071, -0.844, 4.006], [-3.590, 0.951, -2.584], [-3.333, 4.369, -2.627], [-1.401, -3.430, 3.708], [-2.736, 4.039, -1.419], [6.061, -2.708, 1.999], [-2.641, 0.664, 3.839], [-4.554, -0.227, -5.721], [-3.931, -1.444, 3.420], [4.488, -0.167, -2.224], [1.044, 4.343, 0.150], [2.900, 3.174, -2.716], [1.901, 3.572, -2.555], [5.078, -1.874, 1.501], [3.945, 2.513, 1.694], [0.544, -1.571, -3.886], [-4.107, -3.035, -0.485], [4.102, -5.105, 3.402], [1.886, -3.446, 0.226], [6.016, -0.915, -2.434], [7.106, -2.475, 1.847], [4.701, 1.729, 1.755], [7.542, -5.408, 3.653], [-3.241, 4.284, -0.492], [-2.669, 0.836, -1.572], [-4.740, 0.512, 1.188], [1.563, -1.816, 3.958], [-1.604, -3.274, -1.677], [-1.230, -0.275, -2.938], [4.929, 0.381, -0.619], [-0.605, -3.037, -0.092], [2.772, 2.280, 2.638], [1.019, -4.604, -0.774], [-2.170, -4.258, 1.505], [-1.727, 2.231, 2.266], [-2.118, 2.691, 1.361], [1.139, -3.534, -0.554], [-3.573, -2.981, 2.618]],
  "atomic_forces_ev_per_a": [[0.021, 0.035, 0.020], [0.036, 0.033, -0.017], [0.120, 0.036, 0.184], [0.015, 0.089, 0.014], [0.015, -0.084, -0.018], [0.014, -0.036, -0.024], [-0.019, 0.015, 0.016], [0.029, -0.026, -0.035], [0.111, 0.093, 0.087], [-0.023, 0.040, 0.025], [0.173, -0.001, -0.048], [0.027, 0.025, -0.025], [0.039, -0.014, 0.015], [-0.138, -0.969, 0.254], [0.117, -0.268, 0.013], [0.080, -0.035, -0.040], [-0.005, 0.012, 0.024], [-0.076, -0.123, 0.063], [-0.030, 0.033, -0.002], [-0.020, -0.030, -0.018], [0.031, -0.060, -0.048], [0.085, -0.013, 0.034], [0.007, 0.016, 0.016], [-0.035, -0.079, -0.123], [0.010, -0.038, -0.019], [-0.163, 0.214, -0.039], [0.009, -0.018, 0.016], [-0.164, 0.057, -0.201], [-0.003, 0.040, -0.040], [0.048, -0.030, 0.069], [0.006, -0.222, 0.098], [-1.318, 2.055, -1.070], [0.019, 0.023, 0.104], [-0.062, -0.051, 0.010], [0.028, 0.012, -0.084], [0.015, 0.037, 0.015], [0.918, -0.143, 0.140], [0.110, 0.032, 0.023], [-0.030, -0.078, -0.099], [0.004, 0.004, 0.040], [-0.078, -0.015, 0.723], [0.019, -0.012, 0.012], [0.291, 0.194, 0.124], [-0.011, -0.004, 0.056], [0.028, 0.015, -0.001], [0.057, -0.011, -0.027], [-0.212, 0.038, -0.118], [0.015, -0.065, 0.012], [-0.023, 0.016, 0.052], [0.032, 0.022, 0.044], [0.005, 0.007, 0.054], [0.048, 0.035, 0.049], [0.022, 0.020, -0.014], [0.023, 0.030, 0.007], [0.054, 0.001, 0.062], [0.073, -0.083, 0.039], [0.047, -0.020, -0.009], [-0.007, -0.009, -0.036], [-0.082, 0.059, -0.047], [0.011, 0.031, -0.022], [0.093, -0.270, 0.104], [-0.010, 0.007, -0.040], [0.108, -0.744, 0.101], [-0.088, 0.082, -0.050], [0.002, 0.140, -0.043], [-0.059, -0.033, -0.012], [0.161, -0.125, 0.084], [0.012, -0.052, 0.027], [-0.296, 0.097, 0.048], [-0.067, 0.010, -0.025], [-0.069, -0.022, 0.071], [-0.057, 0.128, 0.210], [0.009, -0.049, 0.002], [0.029, 0.013, -0.002], [-0.171, 0.069, 0.078], [0.062, 0.112, 0.062], [0.023, -0.017, 0.009], [-0.008, 0.015, 0.007], [-0.106, -0.042, 0.062], [-0.193, 0.072, -0.041], [-0.072, 0.039, -0.005], [0.022, 0.096, -0.031], [0.014, 0.011, 0.022], [-0.022, -0.043, 0.029], [0.036, -0.051, -0.019], [0.208, 0.149, 0.125], [0.033, 0.001, -0.012], [0.150, 0.133, -0.253], [-0.007, -0.033, 0.000], [0.003, -0.028, 0.005], [-0.023, 0.105, 0.067], [-0.026, 0.008, -0.019], [-0.058, 0.038, -0.051], [0.201, -0.465, -0.687], [0.022, 0.042, 0.004], [0.001, 0.003, -0.009], [-0.052, -0.060, 0.047], [-0.016, -0.028, 0.032], [-0.009, 0.007, -0.002], [-0.015, -0.011, -0.010], [-0.083, 0.062, -0.040], [0.011, -0.004, -0.019], [0.098, -0.121, 0.155], [-0.105, -0.078, -0.019], [0.025, -0.019, -0.043], [0.001, -0.100, 0.044], [-0.151, 0.062, -0.144], [0.110, -0.171, -0.012], [-0.024, 0.125, 0.112], [0.029, 0.080, -0.090], [0.061, 0.035, -0.056], [0.020, 0.050, -0.008], [-0.005, -0.010, -0.046], [-0.032, -0.014, -0.001], [-0.089, -0.049, 0.024], [0.056, 0.018, -0.033]],
  "energy_ha": -8664.60107,
  "lumo_ev": [-2.69, -2.69],
  "spin_multiplicity": 1,
  "de_lowest_kcal_mol": 15.5
}